(1)
2 unconnected molecules or ions with the total composition C3H6N2O3 at a distorted geometry, computed with ωB97M-V with the def2-TZVPD basis set.

Last column: Löwdin charge in e.
Geometry (Å):
1 N 0.52 -0.40 1.85  0.07
2 C -0.08 -0.80 0.63  -0.45
3 N -1.38 -0.31 0.35  0.09
4 C 0.66 -1.33 -0.37  -0.16
5 O 0.84 -2.17 -1.18  0.15
6 H 0.96 -1.18 2.32  0.09
7 H -0.10 0.06 2.51  0.08
8 H -1.73 -0.58 -0.57  0.10
9 H -1.92 0.04 1.12  0.09
10 O -0.42 0.74 -2.49  0.10
11 C 0.16 1.38 -1.67  -0.32
12 O 1.31 1.01 -0.88  -0.05
13 H 0.20 2.48 -1.68  0.13
14 H 0.99 1.07 0.06  0.08

## Properties
SMILES   NC(N)=C=O.O=CO
LUMO level   0.5423 eV
Spin multiplicity   1
HOMO   -6.90 eV
Electronic energy   -12327.690 eV
Frontier orbital gap   7.4391 eV

=====

(2)
A single C5H9NO molecule, computed with ωB97M-V with the def2-TZVPD basis set.

Last column: Löwdin charge in e.
Geometry (Å):
1 C 0.58 -0.67 2.16  -0.10
2 C 0.85 -0.79 0.66  -0.29
3 N -0.27 -1.37 -0.06  0.04
4 C -1.02 -0.67 -0.80  -0.17
5 C -1.01 0.83 -1.05  -0.13
6 C 0.11 1.38 -1.90  -0.27
7 O 1.16 0.84 -2.11  0.06
8 H 0.12 -1.58 2.54  0.07
9 H 1.52 -0.51 2.69  0.07
10 H -0.08 0.17 2.38  0.07
11 H 1.17 0.18 0.25  0.09
12 H 1.69 -1.48 0.50  0.11
13 H -1.81 -1.22 -1.33  0.11
14 H -0.97 1.37 -0.10  0.12
15 H -1.96 1.12 -1.52  0.11
16 H -0.10 2.39 -2.32  0.12

## Properties
SMILES   CC/N=C\CC=O
LUMO level   0.7385 eV
Spin multiplicity   1
HOMO   -9.46 eV
Electronic energy   -8867.388 eV
Frontier orbital gap   10.1979 eV